(1)
{"formula": "C29H39N8O4SSiW", "method": "ωB97M-V/def2-TZVPD", "species": ["W", "C", "N", "C", "C", "N", "C", "C", "C", "C", "C", "C", "N", "C", "N", "C", "C", "C", "C", "C", "C", "N", "H", "H", "H", "H", "H", "H", "H", "H", "H", "H", "H", "H", "H", "H", "H", "O", "S", "O", "O", "O", "C", "C", "C", "C", "C", "C", "N", "N", "Si", "C", "C", "C", "H", "H", "H", "H", "H", "H", "H", "H", "H", "H", "H", "H", "H", "H", "H", "C", "C", "C", "C", "N", "H", "H", "H", "H", "H", "H", "H", "H", "H"], "xyz": [[0.149, -0.528, 0.211], [-1.536, 3.450, -0.931], [-0.694, 2.900, 0.101], [0.721, 2.687, -0.154], [1.253, 1.252, -0.312], [0.871, 0.546, -1.446], [2.039, 0.103, -2.080], [2.189, -0.593, -3.261], [3.485, -0.883, -3.696], [4.589, -0.491, -2.953], [4.439, 0.216, -1.756], [3.160, 0.526, -1.344], [2.710, 1.282, -0.259], [-2.155, 2.453, -1.875], [-1.810, 1.217, -2.030], [-2.606, 0.740, -3.061], [-2.642, -0.535, -3.619], [-3.544, -0.758, -4.643], [-4.392, 0.261, -5.105], [-4.366, 1.535, -4.560], [-3.455, 1.753, -3.532], [-3.141, 2.857, -2.759], [-2.356, 3.986, -0.439], [-1.009, 4.199, -1.551], [-0.861, 3.355, 0.980], [0.997, 3.218, -1.080], [1.307, 3.140, 0.652], [1.318, -0.919, -3.812], [3.628, -1.436, -4.616], [5.584, -0.738, -3.303], [5.304, 0.516, -1.176], [3.167, 1.182, 0.635], [-1.991, -1.311, -3.231], [-3.606, -1.739, -5.095], [-5.088, 0.047, -5.907], [-5.026, 2.312, -4.923], [-3.590, 3.753, -2.781], [-1.693, -3.527, -0.368], [-0.286, -3.221, -0.245], [0.604, -4.329, -0.457], [0.077, -2.051, -1.203], [0.012, -2.498, 1.066], [3.368, -2.964, -0.932], [3.354, -2.353, 0.434], [4.302, -2.718, 1.381], [4.204, -2.196, 2.664], [3.183, -1.325, 2.986], [2.266, -0.969, 1.977], [2.397, -1.468, 0.727], [1.180, -0.163, 2.092], [0.695, 0.537, 3.594], [-0.026, -0.766, 4.746], [2.121, 1.403, 4.488], [-0.514, 1.924, 3.260], [4.354, -2.867, -1.386], [2.625, -2.494, -1.570], [3.113, -4.021, -0.853], [5.078, -3.424, 1.116], [4.917, -2.486, 3.427], [3.072, -0.958, 3.994], [0.706, -1.079, 5.493], [-0.309, -1.648, 4.167], [-0.908, -0.406, 5.278], [2.721, 0.758, 5.129], [1.704, 2.193, 5.117], [2.789, 1.879, 3.766], [-1.069, 1.726, 2.347], [0.041, 2.859, 3.139], [-1.212, 2.060, 4.089], [-2.965, -1.278, 2.158], [-2.874, -0.294, 0.987], [-3.641, -0.867, -0.205], [-3.494, 1.053, 1.374], [-1.471, -0.142, 0.660], [-4.004, -1.364, 2.488], [-2.360, -0.929, 2.997], [-2.601, -2.257, 1.848], [-4.662, -1.094, 0.115], [-3.169, -1.784, -0.554], [-3.690, -0.150, -1.019], [-4.576, 0.933, 1.461], [-3.284, 1.796, 0.605], [-3.115, 1.415, 2.330]], "atomic_forces_ev_per_a": [[1.8, -1.1, 0.8], [0.0, 0.1, 0.1], [-0.1, -0.2, -0.1], [0.1, 0.1, -0.1], [-0.5, 0.6, 0.3], [-0.5, -0.3, -0.3], [0.0, 0.1, 0.1], [0.0, 0.0, -0.1], [0.0, 0.0, 0.0], [0.0, 0.0, 0.0], [0.0, 0.0, 0.0], [0.0, 0.0, 0.0], [0.1, 0.1, -0.2], [0.2, 0.0, -0.1], [-0.4, 0.2, -0.1], [0.1, 0.1, -0.1], [0.0, 0.0, 0.0], [0.0, 0.0, 0.0], [0.0, 0.0, 0.0], [0.0, 0.0, 0.0], [0.0, 0.0, 0.0], [0.0, -0.1, 0.0], [0.0, 0.0, 0.0], [0.0, -0.1, 0.0], [0.0, 0.0, 0.0], [0.1, 0.0, 0.1], [-0.1, 0.0, 0.0], [0.0, 0.0, 0.0], [0.0, 0.0, 0.0], [0.0, 0.0, 0.0], [0.0, 0.0, 0.0], [0.0, -0.1, 0.0], [0.0, 0.0, 0.0], [0.0, 0.0, 0.0], [0.0, 0.0, 0.0], [0.0, 0.0, 0.0], [0.0, 0.0, 0.0], [0.1, 0.0, 0.1], [-0.2, -0.5, -0.2], [0.0, 0.1, 0.1], [-0.2, 0.4, 0.1], [-0.3, 0.2, 0.2], [0.0, 0.0, 0.0], [0.0, 0.1, -0.1], [0.0, 0.0, 0.1], [-0.1, 0.1, -0.1], [0.0, -0.1, 0.0], [0.0, 0.0, 0.0], [0.0, 0.1, -0.1], [0.0, -0.3, 0.0], [0.0, 0.1, 0.1], [0.0, 0.0, 0.0], [0.0, 0.0, 0.0], [0.0, -0.1, 0.0], [0.0, 0.0, 0.0], [0.0, 0.0, 0.0], [0.0, 0.0, 0.0], [0.0, 0.0, 0.0], [0.0, 0.0, 0.0], [0.0, 0.0, 0.0], [0.0, 0.0, 0.0], [0.0, 0.0, 0.0], [0.0, 0.0, 0.0], [0.0, 0.0, 0.0], [0.0, 0.0, 0.0], [0.0, 0.0, 0.0], [0.0, 0.0, 0.0], [0.0, 0.0, 0.0], [0.0, 0.0, 0.0], [0.0, 0.1, 0.0], [0.0, 0.0, 0.2], [0.0, 0.0, 0.0], [0.0, 0.0, 0.0], [-0.3, 0.3, -0.7], [0.0, 0.0, 0.0], [0.0, 0.0, 0.0], [0.0, 0.0, 0.0], [0.0, 0.0, 0.0], [0.0, 0.0, 0.0], [0.0, 0.0, 0.0], [0.0, 0.0, 0.0], [0.0, 0.0, 0.0], [0.0, 0.0, 0.0]], "mulliken_charge": [-0.084, -1.844, 0.448, -1.975, 1.138, -0.275, 0.737, -0.901, -0.521, -0.687, -0.795, 0.152, -0.027, 0.485, 0.457, -0.718, 0.109, -0.808, -0.365, -1.060, 0.649, -0.150, 0.530, 0.511, 0.354, 0.157, 0.252, 0.450, 0.364, 0.371, 0.423, 0.340, 0.565, 0.423, 0.356, 0.381, 0.209, -0.776, 1.297, -0.763, -0.727, -0.604, -1.461, 0.899, -1.212, -0.642, -0.930, 0.801, 0.308, 0.359, -0.125, -1.237, -1.402, 0.062, 0.468, -0.038, 0.412, 0.481, 0.422, 0.276, 0.384, 0.307, 0.397, 0.441, 0.406, 0.327, -0.996, 0.344, 0.585, -1.550, 1.649, -1.457, -1.442, 1.391, 0.487, 0.110, 0.263, 0.520, 0.099, 0.315, 0.457, 0.154, 0.286], "charge": -1, "e_lumo_ev": 2.38}

---

(2)
{"formula": "C29H39N9O3Re", "method": "ωB97M-V/def2-TZVPD", "species": ["Re", "C", "C", "C", "N", "C", "C", "C", "C", "C", "C", "C", "N", "C", "C", "C", "N", "C", "C", "C", "C", "C", "C", "C", "N", "C", "C", "H", "H", "H", "H", "H", "H", "H", "H", "H", "H", "H", "H", "H", "H", "H", "H", "H", "H", "H", "H", "H", "H", "H", "H", "H", "H", "C", "O", "C", "O", "N", "N", "H", "H", "H", "H", "H", "H", "C", "N", "C", "C", "C", "N", "C", "O", "N", "H", "H", "H", "H", "H", "H", "H"], "xyz": [[-0.042, -0.013, -0.338], [-0.892, 2.975, -2.818], [-1.499, 1.600, -3.112], [-0.505, 0.488, -3.449], [0.211, -0.196, -2.371], [1.143, -1.094, -2.754], [1.510, -1.296, -4.099], [2.503, -2.075, -4.671], [3.454, -2.889, -4.084], [3.541, -3.222, -2.738], [2.703, -2.858, -1.708], [1.618, -1.952, -1.666], [0.903, -1.806, -0.555], [0.802, -2.869, 0.409], [-0.562, -2.786, 1.105], [-1.702, -2.478, 0.122], [-1.784, -1.049, -0.092], [-2.938, -0.388, -0.063], [-4.178, -1.032, -0.243], [-5.464, -0.528, -0.204], [-5.896, 0.731, 0.188], [-5.108, 1.783, 0.644], [-3.737, 1.922, 0.596], [-2.743, 1.055, 0.086], [-1.507, 1.464, -0.190], [-1.234, 2.878, -0.298], [-0.248, 3.143, -1.440], [-1.697, 3.706, -2.903], [-0.164, 3.223, -3.595], [-2.119, 1.708, -4.004], [-2.171, 1.302, -2.313], [0.230, 0.924, -4.133], [-1.066, -0.280, -4.000], [0.930, -0.759, -4.830], [2.549, -2.018, -5.750], [4.179, -3.340, -4.744], [4.350, -3.889, -2.470], [2.936, -3.302, -0.747], [1.584, -2.770, 1.168], [0.900, -3.843, -0.083], [-0.545, -2.002, 1.862], [-0.755, -3.736, 1.599], [-2.633, -2.843, 0.556], [-1.525, -2.984, -0.836], [-4.117, -2.070, -0.535], [-6.246, -1.224, -0.481], [-6.964, 0.893, 0.181], [-5.640, 2.632, 1.053], [-3.360, 2.844, 1.014], [-0.792, 3.217, 0.644], [-2.153, 3.443, -0.481], [0.605, 2.472, -1.296], [0.115, 4.168, -1.350], [-0.412, -0.394, 4.468], [0.335, 0.766, 4.104], [0.406, 1.056, 2.810], [-0.211, 0.432, 1.958], [1.186, 2.142, 2.626], [1.467, 2.669, 1.359], [-0.477, -0.381, 5.552], [0.115, -1.291, 4.140], [-1.410, -0.359, 4.026], [1.647, 2.517, 3.452], [2.446, 2.524, 1.113], [1.281, 3.672, 1.358], [4.696, -1.174, 1.888], [4.319, -0.348, 0.761], [5.213, 0.126, -0.123], [4.807, 0.833, -1.208], [3.409, 1.030, -1.399], [2.530, 0.574, -0.511], [2.958, -0.097, 0.591], [2.170, -0.499, 1.431], [2.975, 1.678, -2.483], [5.767, -1.109, 2.056], [4.421, -2.214, 1.700], [4.159, -0.842, 2.776], [6.257, -0.072, 0.070], [5.516, 1.229, -1.912], [3.633, 2.044, -3.150], [1.994, 1.859, -2.611]], "atomic_forces_ev_per_a": [[-1.6, -1.8, 0.1], [0.0, -0.2, 0.3], [0.2, 0.0, -0.1], [-0.5, 0.4, -0.2], [-0.3, 0.5, 1.8], [0.7, -0.8, -0.5], [-0.4, 0.3, 0.7], [0.4, -0.4, 0.1], [-0.2, 0.2, -0.1], [-0.1, 0.1, 0.0], [-0.1, 0.1, 0.0], [0.1, -0.3, -0.2], [-0.1, 0.4, -0.7], [-0.1, -0.3, 0.6], [0.0, -0.1, -0.3], [0.2, -0.5, 0.3], [3.1, 1.0, -0.3], [-1.9, 0.6, 0.0], [1.3, 0.2, 0.0], [-0.7, 0.9, 0.2], [-0.1, -0.7, -0.2], [0.5, 0.1, -0.1], [-0.4, 0.0, 0.1], [0.3, -0.2, 0.0], [-0.5, -0.3, -0.2], [0.3, 0.5, -0.1], [-0.3, 0.0, 0.1], [0.0, 0.1, 0.0], [0.0, 0.0, -0.1], [0.0, 0.0, -0.1], [-0.1, -0.1, -0.2], [0.0, 0.0, -0.1], [0.2, 0.1, 0.0], [-0.1, 0.1, 0.0], [0.0, 0.0, -0.1], [0.1, -0.1, -0.1], [0.0, -0.1, 0.0], [0.0, 0.0, 0.0], [0.0, -0.2, 0.0], [0.0, 0.1, 0.0], [0.0, -0.1, 0.0], [0.0, 0.0, 0.1], [0.0, 0.0, -0.1], [-0.1, 0.0, 0.1], [0.1, -0.1, 0.0], [0.0, 0.0, 0.0], [0.0, 0.0, 0.1], [0.0, 0.0, 0.0], [0.0, 0.1, 0.0], [-0.2, 0.1, 0.0], [0.1, 0.0, 0.0], [0.0, 0.2, 0.0], [0.1, 0.0, 0.0], [-0.3, -0.4, 0.1], [0.2, 0.4, -0.4], [0.3, 0.5, 0.6], [-0.1, -0.4, -1.3], [0.4, 0.3, 0.1], [0.0, -0.1, 0.2], [0.0, 0.1, -0.1], [-0.1, 0.1, 0.0], [0.1, 0.0, 0.1], [-0.2, -0.2, -0.2], [-0.3, 0.0, 0.2], [0.0, -0.3, 0.1], [0.0, -0.3, 0.5], [-0.3, 0.1, -0.1], [-0.1, 0.4, -0.6], [0.1, -0.1, 0.1], [0.2, -0.1, 0.1], [-0.7, 0.2, 0.0], [0.5, -0.1, 0.0], [-0.1, 0.0, 0.3], [0.0, 0.0, 0.0], [0.0, 0.0, -0.1], [0.0, 0.1, 0.0], [0.1, 0.0, -0.1], [0.0, -0.1, 0.1], [0.1, 0.0, -0.1], [-0.1, 0.0, 0.0], [-0.1, 0.0, 0.0]], "lowdin_spin": [0.844, 0.000, 0.000, 0.000, -0.012, 0.011, 0.004, 0.010, 0.005, 0.007, 0.004, 0.011, 0.013, 0.004, 0.001, -0.001, -0.011, 0.004, 0.012, 0.007, 0.014, 0.003, 0.015, 0.006, 0.009, 0.003, 0.002, 0.000, 0.000, 0.000, 0.000, 0.000, -0.001, 0.000, 0.000, 0.000, 0.000, 0.000, 0.000, -0.001, 0.000, 0.000, 0.000, -0.001, 0.001, 0.000, 0.001, 0.000, 0.001, 0.000, 0.000, 0.001, 0.000, 0.000, 0.000, 0.001, 0.004, 0.001, 0.003, 0.000, 0.000, 0.000, 0.000, 0.000, 0.000, 0.000, 0.000, 0.000, 0.000, 0.000, 0.000, 0.002, 0.023, 0.000, 0.000, 0.000, 0.000, 0.000, 0.000, 0.000, 0.000], "s_squared": 0.775, "spin_multiplicity": 2, "charge": 2, "e_lumo_ev": [-6.97, -6.50]}

---

Record-wise ΔE to the lowest compared entry with this formula, charge and spin values, in kcal/mol: 1.5 36.7